1.
DFT (ωB97M-V/def2-TZVPD) results for a molecular structure, C49H64N8OOsS2 in a non-equilibrium geometry.

Geometry as XYZ:
```
125
Properties=species:S:1:pos:R:3:mulliken_charge:R:1
Os 0.203 0.987 -0.196 1.31
C 0.056 0.032 5.249 -0.87
C 0.732 1.305 4.765 -0.97
N 1.892 1.025 3.909 0.24
C 3.194 0.955 4.600 -0.68
C 3.972 2.253 4.465 -1.14
C 1.847 0.822 2.597 0.26
S 0.173 0.914 1.918 -0.27
N 2.961 0.540 1.968 -0.30
C 3.040 0.240 0.650 -0.32
O 2.094 0.188 -0.172 0.04
C 4.387 -0.052 0.127 1.13
C 4.540 -0.457 -1.198 -0.33
C 5.803 -0.684 -1.711 -1.27
C 6.920 -0.510 -0.903 -0.58
C 6.774 -0.116 0.420 -0.75
C 5.510 0.115 0.937 -0.24
H -0.777 0.278 5.906 0.42
H 0.753 -0.594 5.807 0.36
H -0.331 -0.549 4.411 0.13
H 1.110 1.886 5.605 0.51
H 0.033 1.944 4.229 0.45
H 3.753 0.116 4.190 0.39
H 2.971 0.737 5.644 0.49
H 4.219 2.446 3.423 0.26
H 4.897 2.189 5.035 0.37
H 3.399 3.098 4.850 0.39
H 3.662 -0.602 -1.812 0.62
H 5.923 -0.993 -2.741 0.45
H 7.909 -0.681 -1.307 0.43
H 7.646 0.012 1.047 0.48
H 5.384 0.433 1.962 0.42
C -5.593 4.724 -1.008 -1.41
C -4.749 5.504 -0.042 0.51
C -5.144 6.756 0.415 -0.75
C -4.367 7.484 1.304 -0.77
C -3.178 6.952 1.773 -0.94
C -2.767 5.696 1.351 -0.17
C -3.539 4.989 0.435 0.51
N -3.182 3.683 -0.003 0.42
C -1.935 3.173 -0.192 0.27
N -0.964 4.103 -0.375 0.12
C 0.366 3.953 -0.715 0.89
C 0.985 2.693 -0.844 -0.57
C 2.326 2.703 -1.333 -0.50
C 2.995 3.865 -1.594 -1.19
C 2.362 5.094 -1.373 -0.72
C 1.058 5.168 -0.948 1.07
C 0.386 6.498 -0.745 -1.55
N -1.706 1.885 -0.276 -0.06
C -2.914 1.104 -0.135 -1.49
C -3.341 0.739 1.137 -0.14
C -4.502 0.001 1.292 -1.03
C -5.246 -0.346 0.171 -0.90
C -4.821 0.040 -1.090 -1.15
C -3.648 0.770 -1.273 2.19
C -3.200 1.177 -2.647 -1.24
H -6.442 5.316 -1.342 0.44
H -5.996 3.813 -0.555 0.33
H -5.020 4.428 -1.890 0.25
H -6.080 7.167 0.061 0.42
H -4.697 8.457 1.638 0.41
H -2.575 7.501 2.484 0.44
H -1.873 5.255 1.774 0.72
H -3.935 3.015 -0.060 0.12
H -1.307 5.054 -0.374 -0.06
H 2.833 1.766 -1.513 0.61
H 4.013 3.835 -1.955 0.52
H 2.903 6.014 -1.556 0.41
H 1.100 7.305 -0.881 0.43
H -0.030 6.602 0.260 0.36
H -0.423 6.664 -1.463 0.40
H -2.757 1.034 2.000 0.46
H -4.832 -0.292 2.280 0.50
H -6.163 -0.908 0.282 0.49
H -5.412 -0.227 -1.958 0.56
H -3.689 0.567 -3.405 0.52
H -2.121 1.071 -2.766 0.11
H -3.448 2.221 -2.857 0.16
C 3.793 -6.805 -0.131 -1.56
C 3.308 -5.393 -0.246 0.99
C 2.796 -4.708 0.853 -0.97
C 2.403 -3.388 0.707 -0.67
N 2.456 -2.704 -0.434 0.71
C 2.953 -3.366 -1.479 -0.40
C 3.380 -4.681 -1.443 -1.15
H 3.096 -7.417 0.440 0.38
H 4.750 -6.830 0.393 0.32
H 3.938 -7.260 -1.109 0.39
H 2.710 -5.198 1.815 0.50
H 2.019 -2.843 1.567 0.68
H 3.014 -2.813 -2.411 0.50
H 3.773 -5.148 -2.337 0.45
C -0.471 -4.318 -5.451 -1.21
C -1.608 -3.710 -4.637 -0.53
C -1.369 -2.255 -4.233 -0.18
C -0.087 -2.027 -3.442 -0.97
N -0.028 -2.851 -2.235 0.50
C -0.469 -2.515 -1.035 -0.37
S -1.054 -0.911 -0.679 -0.31
N -0.604 -3.458 -0.117 0.75
C -1.056 -3.308 1.266 -0.40
C -2.330 -4.099 1.538 -0.88
C -2.148 -5.618 1.591 -0.54
C -2.054 -6.310 0.229 -1.07
H -0.732 -5.314 -5.804 0.39
H 0.453 -4.416 -4.875 0.25
H -0.244 -3.707 -6.326 0.30
H -1.797 -4.317 -3.745 0.17
H -2.529 -3.751 -5.220 0.45
H -2.212 -1.893 -3.637 -0.12
H -1.316 -1.630 -5.129 0.54
H -0.005 -0.987 -3.134 0.04
H 0.799 -2.266 -4.030 0.63
H 0.133 -3.839 -2.390 0.36
H -0.447 -4.409 -0.426 -0.11
H -1.211 -2.246 1.443 0.22
H -0.246 -3.646 1.919 0.31
H -3.069 -3.834 0.776 0.27
H -2.725 -3.753 2.495 0.39
H -2.993 -6.039 2.137 0.39
H -1.259 -5.852 2.184 0.25
H -2.734 -5.857 -0.496 0.25
H -2.318 -7.364 0.306 0.39
H -1.043 -6.291 -0.191 0.28
```

Properties
* charge: +2
* max |F|: 1.23 eV/Å
* HOMO level (alpha / beta): -12.74 / -12.74 eV
* energy relative to the best compared isomer or geometry (same formula, charge and spin): 13.5 kcal per mole

=====

2.
DFT (ωB97M-V/def2-TZVPD) results for 11 unconnected molecules or ions with the total composition C49H66N6O23S5 in a non-equilibrium geometry.

Geometry as XYZ:
```
149
Properties=species:S:1:pos:R:3:mulliken_charge:R:1
O 15.043 20.546 9.554 -0.72
S 15.876 19.728 10.436 0.93
O 15.598 19.827 11.857 -0.37
O 15.731 18.236 9.928 -0.11
C 14.504 17.880 9.258 0.03
C 14.638 16.379 9.073 -1.01
C 17.638 19.825 10.213 -0.90
H 14.417 18.357 8.274 0.46
H 13.678 18.170 9.979 -0.08
H 15.601 16.051 8.704 0.31
H 13.820 15.995 8.353 0.42
H 14.471 15.758 10.023 -0.12
H 18.082 20.518 10.860 0.36
H 17.857 20.073 9.138 0.34
H 17.928 18.803 10.354 0.21
O 11.674 15.707 13.299 -0.67
S 12.653 16.760 13.233 1.21
O 13.481 16.955 12.089 -0.47
O 11.897 18.200 13.479 -0.43
C 12.343 19.394 12.798 0.73
C 11.495 19.725 11.630 -1.16
C 13.721 16.623 14.704 -0.25
H 13.418 19.227 12.473 -0.43
H 12.369 20.223 13.548 0.36
H 10.461 19.762 12.008 0.40
H 11.563 18.873 10.913 0.20
H 11.892 20.774 11.238 0.26
H 14.388 15.781 14.537 -0.11
H 13.104 16.521 15.584 0.50
H 14.214 17.612 14.754 0.01
O 19.902 7.892 12.568 -0.76
S 20.826 8.821 13.115 1.23
O 21.182 8.879 14.507 -0.64
O 22.231 8.446 12.455 -0.13
C 22.411 7.921 11.154 -0.15
C 23.726 7.292 10.985 -1.27
C 20.438 10.402 12.687 0.90
H 22.302 8.683 10.398 0.21
H 21.598 7.211 11.006 0.40
H 24.498 8.009 11.258 0.19
H 23.904 7.084 9.896 0.36
H 23.938 6.426 11.559 0.42
H 19.562 10.548 13.235 -0.62
H 20.247 10.431 11.633 0.18
H 21.102 11.195 13.003 -0.32
C 17.032 24.116 12.439 -0.41
C 15.800 23.629 12.403 -0.49
C 15.416 22.629 13.311 0.19
C 16.247 22.313 14.338 0.05
C 17.449 23.005 14.465 -0.20
C 17.847 23.927 13.530 -0.68
N 15.931 21.264 15.296 1.01
O 16.877 20.674 15.811 -0.53
O 14.733 21.037 15.554 -0.59
H 17.298 24.832 11.694 0.44
H 15.154 23.815 11.518 0.33
H 14.370 22.264 13.246 0.18
H 18.164 22.736 15.292 0.24
H 18.858 24.240 13.531 0.41
C 12.753 12.522 11.356 -0.94
C 13.739 13.503 11.414 -0.65
C 15.107 13.169 11.593 1.10
C 15.456 11.802 11.670 -0.67
C 14.475 10.805 11.539 -0.84
C 13.160 11.186 11.428 -0.46
N 16.904 11.485 11.807 0.83
O 17.565 12.420 12.225 0.39
O 17.344 10.368 11.544 -0.62
H 11.689 12.764 11.303 0.47
H 13.488 14.528 11.331 0.05
H 15.766 13.982 11.571 0.60
H 14.720 9.766 11.645 0.54
H 12.430 10.348 11.426 0.30
C 24.834 11.039 13.160 -0.57
C 23.952 10.591 14.133 -0.27
C 23.190 11.431 14.911 -0.61
C 23.356 12.796 14.802 0.58
C 24.250 13.316 13.847 -0.73
C 24.983 12.438 13.064 -0.41
N 22.703 13.656 15.875 1.17
O 22.802 14.871 15.774 -0.60
O 22.060 13.084 16.766 -0.63
H 25.495 10.377 12.497 0.35
H 23.738 9.537 14.282 0.37
H 22.453 10.974 15.612 0.31
H 24.429 14.359 13.839 0.60
H 25.735 12.806 12.358 0.45
C 17.441 17.407 13.451 -1.16
C 18.499 17.085 14.261 0.83
C 19.364 16.068 13.928 -0.50
C 19.129 15.278 12.775 -0.11
C 18.095 15.648 11.935 -1.42
C 17.216 16.659 12.326 -0.57
N 20.058 14.246 12.504 0.96
O 20.457 13.543 13.447 -0.05
O 20.416 14.095 11.346 -0.48
H 16.802 18.257 13.685 0.72
H 18.492 17.620 15.215 0.19
H 20.245 15.795 14.452 0.66
H 17.979 15.113 11.023 0.48
H 16.422 16.838 11.631 0.54
C 18.047 9.691 15.872 -0.16
C 18.616 10.944 16.005 -0.61
C 17.839 12.049 15.774 0.51
C 16.517 11.955 15.415 -0.66
C 15.953 10.725 15.202 -0.24
C 16.703 9.546 15.464 -0.99
N 15.777 13.238 15.184 1.28
O 14.635 13.196 14.825 -0.64
O 16.385 14.254 15.467 -0.53
H 18.601 8.739 16.085 0.33
H 19.654 11.065 16.288 0.37
H 18.348 13.043 15.900 0.26
H 14.949 10.677 14.875 0.59
H 16.226 8.617 15.338 0.48
C 19.250 16.367 18.281 -0.29
C 20.473 16.528 17.657 -0.85
C 20.572 17.552 16.779 -0.21
C 19.628 18.556 16.740 0.22
C 18.487 18.519 17.513 -0.25
C 18.208 17.366 18.270 -1.00
N 20.070 19.816 15.985 1.09
O 20.598 19.695 14.900 -0.60
O 19.725 20.876 16.518 -0.61
H 18.959 15.411 18.787 0.32
H 21.279 15.875 17.934 0.47
H 21.355 17.687 16.103 0.57
H 17.782 19.270 17.418 0.71
H 17.317 17.171 18.823 0.48
C 22.966 11.488 10.176 0.06
S 23.995 12.546 9.125 0.52
O 24.632 11.739 8.061 -0.67
C 22.675 13.511 8.440 -0.80
H 23.349 10.499 10.469 -0.06
H 22.027 11.385 9.707 0.01
H 22.625 12.010 11.101 0.00
H 23.195 14.131 7.723 0.47
H 22.203 14.197 9.130 0.22
H 21.922 12.880 8.035 0.17
C 17.619 12.812 6.863 -1.02
S 18.239 13.536 8.446 0.43
O 16.970 13.957 9.114 -0.46
C 18.742 11.979 9.167 -0.43
H 18.497 12.589 6.255 0.40
H 16.933 13.519 6.406 0.39
H 17.172 11.825 7.124 0.26
H 19.702 11.708 8.699 0.56
H 17.964 11.180 8.998 0.42
H 18.977 12.036 10.284 -0.60
```

Properties
* max |F|: 3.85 eV/Å
* HOMO level: -9.02 eV